{"formula": "C3H8N2O3S", "method": "wB97M-V/def2-TZVPD", "lumo_energy_ev": [0.46, 0.46], "total_energy_ha": -852.37886, "orbital_gap_ev": [8.792, 8.791], "relative_energy_ev": 4.691, "multiplicity": 1, "symbols": ["C", "C", "C", "N", "N", "O", "O", "O", "S", "H", "H", "H", "H", "H", "H", "H", "H"], "coordinates": [[1.196, -2.348, 0.847], [1.408, -1.117, 0.475], [0.076, 0.741, 0.326], [0.879, 1.858, 0.128], [-0.753, 0.648, 1.403], [-1.440, -1.179, -0.686], [-1.899, 1.088, -1.556], [0.099, -0.035, -2.335], [-0.724, -0.036, -1.171], [2.114, -2.934, 0.878], [0.210, -2.731, 0.887], [2.384, -0.703, 0.319], [1.487, 1.918, -0.689], [0.245, 2.651, -0.003], [-1.398, -0.140, 1.119], [-1.115, 1.567, 1.799], [-2.770, 0.752, -1.742]], "forces_ev_per_a": [[0.5, 0.5, -0.8], [-0.9, 3.3, -0.3], [2.3, -3.7, -1.7], [-0.6, 1.1, -0.1], [-1.3, 0.6, 0.2], [0.0, -0.5, -0.1], [1.5, 0.3, 0.6], [0.5, -0.5, 0.4], [-1.3, 1.8, -0.3], [-0.5, -0.5, 0.3], [-0.7, -0.7, 0.4], [0.4, 0.3, -0.1], [-0.2, -1.0, 0.2], [0.2, 0.1, 0.4], [0.2, 1.5, 1.4], [0.3, -1.9, -0.8], [-0.4, -0.7, 0.1]], "mulliken_charge": [-0.51, -0.19, -0.03, -0.57, -0.41, -0.63, -0.53, -0.58, 1.13, 0.25, 0.28, 0.24, 0.30, 0.33, 0.35, 0.23, 0.34]}


{"formula": "C3H8N2O4S", "method": "wB97M-V/def2-TZVPD", "lumo_energy_ev": [-0.78, -0.31], "total_energy_ha": -927.49762, "orbital_gap_ev": [8.701, 9.814], "relative_energy_ev": 7.371, "multiplicity": 1, "symbols": ["C", "C", "C", "N", "N", "O", "O", "O", "O", "S", "H", "H", "H", "H", "H", "H", "H", "H"], "coordinates": [[-0.962, -1.061, -0.574], [-0.272, 1.022, 0.728], [-0.024, -0.495, 0.492], [2.738, 1.690, -1.150], [1.277, -0.713, -0.049], [4.671, -0.536, 1.020], [3.998, -0.738, -1.378], [3.463, 1.313, -0.091], [2.328, -0.606, 0.705], [3.771, -0.298, -0.068], [-0.738, -2.117, -0.855], [-2.051, -1.008, -0.047], [-0.992, -0.616, -1.504], [0.220, 1.722, -0.080], [0.172, 1.414, 1.612], [-1.415, 1.261, 0.806], [-0.188, -1.123, 1.446], [3.137, 1.124, -2.023]], "forces_ev_per_a": [[-2.6, -1.9, 3.1], [-1.2, 1.4, -1.5], [-0.3, -0.1, 1.2], [0.3, -0.2, -2.9], [-0.6, -0.4, -3.7], [-0.7, 0.3, -1.4], [-0.6, -0.7, -0.9], [0.7, -0.8, 0.2], [1.4, -0.3, 1.6], [0.7, 0.9, 4.0], [-0.1, 0.5, 0.8], [2.3, -0.3, -1.6], [0.1, 1.8, -1.7], [-1.2, -1.7, 1.0], [0.4, -0.1, 1.1], [2.1, -0.5, -0.3], [0.3, 1.1, -1.1], [-1.0, 1.1, 2.1]], "mulliken_charge": [-1.35, -1.16, 0.66, -0.32, -0.36, -0.52, -0.53, -0.10, -0.01, 1.19, 0.36, 0.31, 0.35, 0.27, 0.37, 0.30, 0.25, 0.29]}


{"formula": "C3H8N2OP", "method": "wB97M-V/def2-TZVPD", "lumo_energy_ev": -3.43, "smiles": "[NH2+]=C1N[C@H](P)CO1", "total_energy_ha": -644.92438, "orbital_gap_ev": 10.081, "relative_energy_ev": 0.906, "multiplicity": 1, "charge": 1, "symbols": ["N", "C", "N", "C", "P", "C", "O", "H", "H", "H", "H", "H", "H", "H", "H"], "coordinates": [[1.553, 1.863, -0.387], [0.508, 1.061, -0.345], [0.416, 0.123, 0.601], [-0.746, -0.632, 0.499], [-0.286, -2.524, -0.157], [-1.580, 0.245, -0.516], [-0.603, 1.277, -0.933], [2.339, 1.716, 0.252], [1.645, 2.619, -0.927], [1.146, -0.354, 1.130], [-1.380, -0.718, 1.400], [0.166, -2.944, 1.232], [1.104, -2.000, -0.624], [-1.956, -0.468, -1.269], [-2.328, 0.736, 0.044]], "forces_ev_per_a": [[0.6, -3.2, 2.2], [0.9, 0.3, 3.1], [1.5, -0.1, 0.8], [-2.4, -2.2, -1.4], [1.5, 1.9, 1.4], [1.4, -2.0, 0.8], [-1.1, -0.4, -1.8], [-0.6, -0.2, -0.4], [-0.1, 3.3, -2.8], [0.4, 0.9, -0.5], [0.8, 0.0, -0.1], [-0.3, 0.5, -1.7], [-1.8, -0.9, 0.7], [0.2, 1.3, -0.5], [-1.0, 0.7, 0.0]], "mulliken_charge": [-0.32, 0.63, -0.18, -0.43, 0.03, -0.34, -0.32, 0.22, 0.21, 0.35, 0.32, 0.11, 0.07, 0.33, 0.31]}


{"formula": "C3H8N2OP2", "method": "wB97M-V/def2-TZVPD", "lumo_energy_ev": -0.07, "smiles": "CCCO[P@]12=P(=N1)N2", "total_energy_ha": -986.53321, "orbital_gap_ev": 9.065, "relative_energy_ev": 0.526, "multiplicity": 1, "symbols": ["C", "C", "C", "O", "P", "P", "N", "N", "H", "H", "H", "H", "H", "H", "H", "H"], "coordinates": [[0.696, 0.225, -1.476], [-0.141, 0.019, -0.222], [0.535, -0.982, 0.722], [0.034, -0.875, 2.040], [-1.425, -1.024, 2.782], [-1.254, 0.103, 4.976], [-0.752, -1.292, 4.388], [-1.539, 0.658, 3.330], [1.698, 0.663, -1.244], [0.948, -0.790, -1.885], [0.000, 0.622, -2.388], [-1.311, -0.236, -0.306], [-0.156, 0.938, 0.252], [0.508, -1.899, 0.245], [1.497, -0.772, 0.890], [-2.137, 1.376, 2.978]], "forces_ev_per_a": [[-1.5, -1.6, -2.6], [-1.5, -1.3, -0.1], [-3.8, 1.8, -0.2], [-0.7, -0.8, 0.5], [2.0, 0.7, 0.4], [0.1, -0.1, -2.1], [-1.0, 0.2, -0.1], [0.0, -0.9, 1.6], [-1.2, 0.4, -0.5], [0.0, 0.6, 0.3], [2.2, -0.1, 2.3], [2.6, 0.2, -0.5], [-0.1, 2.0, 1.3], [-0.5, -2.5, -0.4], [4.0, 1.1, 0.1], [-0.5, 0.4, -0.1]], "mulliken_charge": [-1.07, -0.25, -0.71, -0.19, 0.17, 0.24, -0.36, -0.28, 0.32, 0.26, 0.28, 0.25, 0.33, 0.37, 0.41, 0.23]}


{"formula": "C3H8N2OS", "method": "wB97M-V/def2-TZVPD", "lumo_energy_ev": -0.30, "total_energy_ha": -701.74972, "orbital_gap_ev": 8.346, "relative_energy_ev": 8.920, "multiplicity": 1, "symbols": ["C", "C", "C", "H", "H", "H", "H", "H", "H", "H", "H", "N", "N", "O", "S"], "coordinates": [[-0.158, -1.506, -0.479], [1.501, -0.005, 0.527], [0.404, 0.914, 1.202], [-2.711, -0.025, -1.424], [-1.701, -2.035, -2.236], [-0.342, -2.555, -0.786], [2.316, -0.450, 1.405], [1.686, 0.540, -0.285], [-0.436, 1.258, 0.362], [-0.010, 0.678, 2.301], [-0.232, 3.121, 0.616], [-1.704, -0.632, -1.946], [-0.668, -0.485, -0.986], [0.882, -1.325, 0.243], [1.173, 2.508, 1.486]], "forces_ev_per_a": [[-0.1, 0.3, -1.8], [-2.7, -4.1, 7.1], [-1.8, 0.2, 0.3], [3.5, -3.2, -1.9], [-1.0, 4.6, 1.3], [-0.4, 0.4, 0.4], [-1.8, 2.1, -3.1], [1.9, 1.5, -3.6], [2.3, -2.2, 2.8], [0.6, -0.5, -2.9], [3.7, -0.4, 2.2], [-1.6, -1.6, 1.0], [-3.0, 0.6, -1.8], [3.5, -0.6, 2.3], [-3.1, 2.7, -2.3]], "mulliken_charge": [0.06, -0.55, -0.43, 0.24, 0.23, 0.29, 0.27, 0.47, 0.24, 0.29, 0.19, -0.68, -0.04, -0.34, -0.24]}


{"formula": "C3H8N2OS", "method": "wB97M-V/def2-TZVPD", "lumo_energy_ev": 0.91, "smiles": "CSCO/C=N\\N", "total_energy_ha": -701.91946, "orbital_gap_ev": 9.594, "relative_energy_ev": 4.301, "multiplicity": 1, "symbols": ["C", "S", "C", "O", "C", "N", "N", "H", "H", "H", "H", "H", "H", "H", "H"], "coordinates": [[1.327, 1.470, -0.114], [1.849, -0.199, 0.075], [0.350, -0.957, -0.689], [-0.488, -1.303, 0.382], [-0.978, -0.115, 0.972], [-1.740, 0.772, 0.424], [-2.271, 0.348, -0.714], [0.444, 1.464, 0.457], [2.061, 2.417, -0.113], [0.932, 1.712, -1.149], [0.675, -1.909, -1.165], [-0.013, -0.269, -1.504], [-0.557, 0.038, 1.850], [-2.003, -0.583, -0.986], [-3.333, 0.514, -0.623]], "forces_ev_per_a": [[0.8, 3.3, -2.8], [1.1, -0.8, -1.1], [2.0, -0.5, -0.6], [-2.2, 1.1, -0.4], [-1.3, 0.1, -3.5], [1.2, -2.6, 2.9], [-3.6, 1.3, -2.3], [-0.5, 1.6, 1.1], [-1.2, -2.6, 1.2], [0.4, -0.9, 0.7], [-0.3, 0.6, 0.4], [-0.1, -0.6, 1.1], [1.8, 1.0, 4.1], [-0.5, -0.5, 0.1], [2.4, -0.5, -0.8]], "mulliken_charge": [-0.74, -0.11, -0.46, -0.37, -0.40, -0.34, -0.31, 0.31, 0.32, 0.23, 0.34, 0.31, 0.70, 0.22, 0.29]}


{"formula": "C3H8N2OS", "method": "wB97M-V/def2-TZVPD", "lumo_energy_ev": [0.14, -1.20], "total_energy_ha": -701.88329, "orbital_gap_ev": [8.394, 6.079], "relative_energy_ev": 5.285, "multiplicity": 1, "symbols": ["C", "C", "C", "N", "N", "O", "S", "H", "H", "H", "H", "H", "H", "H", "H"], "coordinates": [[1.317, -0.535, -0.413], [1.684, 1.787, 0.122], [-2.532, -1.461, -1.020], [0.646, 0.300, 1.694], [1.280, 0.472, 0.450], [1.885, -1.055, -1.293], [-1.397, -2.172, 0.149], [2.278, 1.827, -0.707], [0.794, 2.382, 0.103], [2.083, 2.110, 1.038], [-3.497, -1.418, -0.631], [-2.480, -1.893, -1.935], [-2.376, -0.351, -1.147], [-0.298, 0.665, 1.553], [0.613, -0.657, 2.037]], "forces_ev_per_a": [[-1.5, -1.0, 1.2], [-1.9, 0.3, 2.6], [1.3, 3.1, 1.7], [-0.6, 1.4, -0.1], [0.2, -3.2, -0.8], [0.4, 0.7, -0.5], [1.0, 0.3, 0.3], [1.5, 0.2, -2.1], [-0.7, 0.7, -1.0], [1.6, 0.9, 0.9], [-1.8, -0.6, 0.7], [0.0, -1.4, -2.7], [0.4, -0.9, 0.0], [0.0, -0.6, 0.5], [0.1, 0.1, -0.7]], "mulliken_charge": [0.27, -0.93, -0.82, -0.68, 0.28, -0.35, -0.25, 0.43, 0.30, 0.33, 0.33, 0.31, 0.22, 0.26, 0.31]}


{"formula": "C3H8N2P2", "method": "wB97M-V/def2-TZVPD", "lumo_energy_ev": 0.79, "smiles": "CC1=NPNP1C", "total_energy_ha": -911.27337, "orbital_gap_ev": 9.043, "relative_energy_ev": 0.349, "multiplicity": 1, "symbols": ["C", "C", "N", "P", "N", "P", "C", "H", "H", "H", "H", "H", "H", "H", "H"], "coordinates": [[1.450, -1.369, -0.490], [0.185, -0.539, -0.434], [-0.744, -1.220, 0.066], [-2.220, -0.545, 0.196], [-1.671, 1.105, -0.299], [-0.007, 1.271, -0.663], [0.698, 1.330, 1.015], [1.803, -1.270, -1.488], [1.927, -0.982, 0.350], [1.155, -2.434, -0.423], [-2.695, -0.801, -1.049], [-2.431, 1.680, -0.833], [0.302, 2.163, 1.619], [0.382, 0.383, 1.447], [1.865, 1.228, 0.984]], "forces_ev_per_a": [[-2.2, -0.4, -1.6], [1.0, -2.3, -0.6], [-0.4, -1.1, -0.5], [-1.5, 2.5, 1.5], [-2.1, 1.3, -0.9], [-0.9, -0.2, -0.4], [2.0, 0.0, 1.0], [1.6, 0.5, -0.5], [2.2, 0.1, 1.0], [0.2, 0.7, 0.5], [-0.6, -0.8, -1.3], [2.3, -1.3, 1.3], [0.6, -0.2, -0.3], [-0.1, 0.4, 0.8], [-2.1, 0.8, 0.1]], "mulliken_charge": [-0.88, 0.37, -0.38, 0.00, -0.38, 0.05, -0.94, 0.29, 0.32, 0.29, 0.03, 0.28, 0.37, 0.33, 0.24]}


{"formula": "C3H8N2S", "method": "wB97M-V/def2-TZVPD", "lumo_energy_ev": 0.76, "smiles": "CN/N=C\\CS", "total_energy_ha": -626.65027, "orbital_gap_ev": 8.562, "relative_energy_ev": 4.708, "multiplicity": 1, "symbols": ["C", "N", "N", "C", "C", "S", "H", "H", "H", "H", "H", "H", "H", "H"], "coordinates": [[-0.904, -1.957, -0.043], [-1.004, -0.776, 0.961], [-1.278, 0.389, 0.322], [-0.451, 1.180, -0.166], [1.038, 1.018, -0.300], [2.009, 2.648, -0.060], [-0.213, -1.280, -0.857], [-1.955, -2.337, -0.501], [-0.152, -2.650, 0.422], [-1.587, -0.862, 1.927], [-1.021, 1.977, -0.632], [1.152, 0.263, 0.668], [1.292, 0.501, -1.274], [3.076, 1.887, -0.467]], "forces_ev_per_a": [[1.1, 3.4, -0.7], [0.6, -2.8, 2.5], [-3.4, 0.7, 1.0], [0.7, 0.7, -1.7], [-0.3, -1.5, 2.5], [-0.1, -2.6, -0.8], [-2.2, -2.7, 1.6], [2.7, 0.7, 1.1], [-1.4, 0.0, -0.7], [1.2, -0.1, -3.7], [0.7, 0.7, -0.1], [0.6, 1.7, -2.5], [0.0, 0.7, 1.2], [-0.2, 1.0, 0.3]], "mulliken_charge": [-0.52, -0.26, -0.51, -0.13, -0.51, -0.21, 0.12, 0.26, 0.29, 0.26, 0.42, 0.32, 0.34, 0.14]}


{"formula": "C3H8N2S", "method": "wB97M-V/def2-TZVPD", "lumo_energy_ev": 0.45, "total_energy_ha": -626.54741, "orbital_gap_ev": 9.304, "relative_energy_ev": 7.507, "multiplicity": 1, "symbols": ["C", "C", "C", "H", "H", "H", "H", "H", "H", "H", "H", "N", "N", "S"], "coordinates": [[2.223, -0.619, 0.114], [-0.083, -0.126, -0.353], [-0.976, 0.907, -0.010], [3.212, -0.050, -0.185], [1.946, -1.993, -0.362], [2.212, -0.808, 1.537], [1.215, 1.612, 0.080], [-0.070, -0.756, 0.562], [-0.425, -0.669, -1.289], [-0.755, 2.093, -0.061], [-4.397, -0.181, 0.514], [1.282, 0.289, -0.433], [-2.187, 0.873, 0.019], [-3.198, -0.572, -0.133]], "forces_ev_per_a": [[1.2, -1.5, 2.0], [1.9, -2.6, 0.5], [0.8, 4.8, -1.5], [-1.3, -2.4, 0.9], [1.2, 4.6, 1.2], [-0.1, 0.5, -4.1], [1.0, -5.1, -1.6], [-0.8, -0.7, -0.6], [0.4, 0.4, 1.1], [0.9, -2.5, 0.4], [1.7, 0.2, -0.8], [-0.6, 4.6, 0.7], [-6.5, -0.7, 1.2], [0.2, 0.5, 0.5]], "mulliken_charge": [-0.71, -0.09, -0.14, 0.30, 0.24, 0.20, 0.28, 0.29, 0.27, 0.16, 0.18, -0.38, -0.42, -0.19]}